Record 1
4 unconnected molecules or ions with the total composition C22H51N2O14P at a distorted geometry. Source: the Open Molecules 2025 dataset; level of theory: ωB97M-V/def2-TZVPD.

Properties
HOMO energy = -0.325 hartree
net charge = 0
SMILES string = CC(=O)N(C)OC(=O)OP(N)O.COCCOCCOC.COCCOCCOC.COCCOCCOC
spin multiplicity = 1
HOMO-LUMO gap = 9.28 eV
electronic energy = -2372.87433 a.u.

```
90
C22H51N2O14P (ωB97M-V/def2-TZVPD)
C -5.6406 4.4582 3.1048
C -5.5522 3.1215 2.4346
O -5.0292 2.1930 2.9981
N -6.0499 2.8851 1.1219
C -7.2041 1.9585 1.1997
O -6.5605 4.0846 0.4993
C -5.6045 4.6814 -0.2984
O -5.5888 4.4738 -1.4791
O -4.6885 5.4723 0.3234
P -5.2575 6.9778 0.8344
N -6.8633 6.9442 0.3133
O -4.5268 7.9940 -0.2301
H -6.4948 5.0491 2.8094
H -4.7267 5.0116 2.9401
H -5.7106 4.2505 4.1595
H -6.9273 0.9728 0.8680
H -7.6395 1.9685 2.1896
H -7.9504 2.3419 0.5249
H -7.4477 7.5558 0.8561
H -6.9984 7.0667 -0.6842
H -4.6957 8.8793 0.0966
C 0.7127 4.2063 4.6244
O 0.6165 4.0604 3.2266
C 1.3734 2.9682 2.7325
C 0.7327 2.3697 1.4994
O -0.4050 1.5605 1.7594
C -1.5987 2.2248 2.1599
C -2.2812 2.9905 1.0489
O -1.6127 4.2089 0.7698
C -1.7229 4.5783 -0.5870
H 1.7298 4.4851 4.9232
H 0.0270 4.9976 4.9218
H 0.4185 3.2834 5.1377
H 1.4694 2.1891 3.4974
H 2.3757 3.3352 2.4732
H 1.4634 1.6902 1.0512
H 0.5115 3.1380 0.7568
H -1.4310 2.8564 3.0328
H -2.2787 1.4276 2.4690
H -3.2998 3.2307 1.3623
H -2.3275 2.3623 0.1514
H -1.3425 3.7825 -1.2395
H -1.1146 5.4679 -0.7425
H -2.7566 4.8050 -0.8486
C -1.2208 -0.8577 0.3298
O -1.2258 -1.1358 -1.0579
C -0.6270 -0.1002 -1.8135
C 0.0342 -0.6440 -3.0604
O 1.2733 -1.2984 -2.8267
C 1.2428 -2.5714 -2.1993
C 0.7347 -3.6841 -3.0936
O -0.6759 -3.6306 -3.2258
C -1.1274 -4.0894 -4.4790
H -1.8604 -0.0052 0.5528
H -1.6056 -1.7383 0.8444
H -0.2086 -0.6631 0.6867
H 0.1231 0.4294 -1.2137
H -1.4126 0.6117 -2.1060
H 0.2830 0.2089 -3.6964
H -0.6503 -1.2782 -3.6257
H 0.6995 -2.5372 -1.2541
H 2.2861 -2.7942 -1.9594
H 0.9917 -4.6549 -2.6464
H 1.2182 -3.6081 -4.0747
H -0.6604 -3.5243 -5.2943
H -2.2031 -3.9298 -4.5222
H -0.9204 -5.1583 -4.6066
C 7.3591 -4.7918 2.1513
O 7.2942 -4.8649 0.7455
C 8.0730 -5.9215 0.2104
C 7.4640 -6.4573 -1.0665
O 6.3294 -7.2883 -0.8724
C 5.1158 -6.6710 -0.4702
C 4.4307 -5.8752 -1.5591
O 5.0785 -4.6310 -1.7684
C 4.9986 -4.1907 -3.1057
H 8.3664 -4.5192 2.4861
H 6.6586 -4.0242 2.4746
H 7.0644 -5.7434 2.6089
H 8.1611 -6.7400 0.9340
H 9.0767 -5.5321 -0.0075
H 8.2087 -7.1048 -1.5349
H 7.2504 -5.6509 -1.7697
H 5.2522 -6.0709 0.4304
H 4.4527 -7.4988 -0.2084
H 3.3951 -5.6713 -1.2532
H 4.4174 -6.4652 -2.4825
H 5.4113 -4.9430 -3.7880
H 5.5910 -3.2826 -3.1977
H 3.9603 -3.9682 -3.3775
```

***

Record 2
A molecular structure, C22H51N4OP2Sm at a distorted geometry. Source: the Open Molecules 2025 dataset; level of theory: ωB97M-V/def2-TZVPD.

Properties
HOMO energy (spin up / spin down) = -0.459 / -0.467 hartree
net charge = +2
energy above the lowest of the compared OMol25 structures with the same formula, charge and spin = 80.4 kJ/mol
spin multiplicity = 6
HOMO-LUMO gap (spin up / spin down) = 6.56 / 7.57 eV
electronic energy = -2503.24228 a.u.

```
81
C22H51N4OP2Sm (ωB97M-V/def2-TZVPD)
Sm -0.2775 0.1750 0.0742
P -0.4403 -1.7528 -2.0848
P -0.2977 3.0013 0.0220
N 0.9171 0.9225 -1.9930
C 1.1305 -1.4064 -3.0120
H 1.8449 -2.2138 -2.8000
H 0.9337 -1.4703 -4.0933
C 1.7928 -0.0594 -2.7096
H 2.6862 -0.1789 -2.0760
H 2.1688 0.3906 -3.6406
C 1.5435 2.2927 -2.0817
H 1.1065 2.8081 -2.9442
H 2.6216 2.1827 -2.2826
C 1.3683 3.1123 -0.8052
H 1.5576 4.1772 -1.0242
H 2.1195 2.7892 -0.0675
C 0.0939 3.7397 1.6863
C 0.6656 2.6844 2.6514
H 1.6100 2.2302 2.3117
H -0.0620 1.8863 2.8710
H 0.8725 3.1915 3.6060
C -1.2396 4.2436 -0.9365
C -2.7499 4.0926 -0.6963
H -3.2768 4.5437 -1.5466
H -3.0710 4.6207 0.2095
H -3.0631 3.0439 -0.6241
C -1.6485 -2.1802 -3.4070
C -2.9487 -2.7228 -2.7965
H -3.7119 -2.7487 -3.5834
H -3.3358 -2.0839 -1.9934
H -2.8345 -3.7423 -2.4089
C -0.0809 -3.3308 -1.1388
C -1.1800 -3.6182 -0.1019
H -0.7232 -4.0707 0.7900
H -1.9198 -4.3314 -0.4935
H -1.7288 -2.7227 0.2336
C -2.6545 0.5319 -0.7309
C -0.7336 5.6848 -0.7489
H 0.1235 5.7869 -0.0715
H -0.4212 6.0836 -1.7231
H -1.5369 6.3302 -0.3742
C -1.1106 -3.0412 -4.5695
H -1.9059 -3.6842 -4.9683
H -0.7533 -2.4095 -5.3921
H -0.2750 -3.6873 -4.2862
C 0.2075 -4.5512 -2.0069
H 0.4899 -5.3856 -1.3487
H -0.6735 -4.8755 -2.5760
H 1.0479 -4.3785 -2.6902
C -1.1349 4.4443 2.2850
H -2.0365 3.8183 2.2323
H -0.9472 4.6550 3.3456
H -1.3589 5.4013 1.7939
H 0.8939 4.4784 1.4972
H 0.8532 -3.0919 -0.5982
H -1.0364 3.9510 -1.9840
H -1.8687 -1.1767 -3.8234
O -3.5274 0.2933 0.0764
H -0.0043 0.9738 -2.4823
H -2.9444 0.8750 -1.7778
C -1.0764 -1.1378 3.0494
N 0.2690 -1.4826 3.4964
C 0.3974 -2.1766 4.7738
C 1.2696 -1.5122 2.5899
N 1.0034 -1.2159 1.2923
N 2.5282 -1.8113 2.9465
C 3.0824 -1.3735 4.2257
C 3.5097 -2.0553 1.8922
H -1.7134 -1.2075 3.9356
H -1.4488 -1.8451 2.2922
H -1.1187 -0.0976 2.6700
H 1.0158 -3.0746 4.6758
H 0.8008 -1.5122 5.5479
H -0.5968 -2.4958 5.1027
H 1.8686 -1.3409 0.7529
H 4.1547 -1.2546 4.0680
H 2.6677 -0.4151 4.5633
H 2.9403 -2.1260 5.0074
H 3.1411 -2.8014 1.1769
H 3.7811 -1.1332 1.3536
H 4.3890 -2.4520 2.3952
```

***

Record 3
12 unconnected molecules or ions with the total composition C22H52Cl4F12N5O10 at a distorted geometry. Source: the Open Molecules 2025 dataset; level of theory: ωB97M-V/def2-TZVPD.

Properties
HOMO energy = -0.464 hartree
net charge = +3
spin multiplicity = 1
HOMO-LUMO gap = 3.93 eV
electronic energy = -4933.52884 a.u.

```
105
C22H52Cl4F12N5O10 (ωB97M-V/def2-TZVPD)
N 3.6361 -12.5509 8.7233
H 3.4693 -11.7047 9.2488
H 2.7600 -12.9246 8.3873
H 4.1394 -13.2380 9.2662
H 4.0834 -12.3481 7.8408
N -0.1991 -8.0762 10.4159
H 0.1108 -7.8302 9.4866
H -0.5243 -7.2204 10.8424
H 0.5346 -8.5350 10.9368
H -0.9445 -8.7440 10.2798
N -3.8387 -11.6314 13.4184
H -3.6404 -11.4100 12.4531
H -4.4445 -10.8824 13.7220
H -2.9831 -11.7955 13.9294
H -4.3074 -12.5196 13.5254
N 1.0180 -15.0331 16.7256
H 0.8504 -14.0376 16.6946
H 0.2680 -15.5827 16.3312
H 1.0101 -15.3307 17.6908
H 1.8842 -15.2250 16.2429
N 0.3578 -13.4944 11.7162
H 1.1519 -12.8810 11.6013
H -0.1059 -13.4518 10.8199
H -0.1438 -13.1550 12.5245
H 0.7046 -14.4250 11.9001
O 2.3763 -10.2949 12.4770
C 2.4371 -10.1734 13.8874
C 1.1618 -10.1745 14.7911
O 0.3279 -11.3185 14.9362
H 2.9552 -9.2580 14.1732
H 3.1297 -10.9654 14.1719
H 0.5148 -9.3334 14.5423
H 1.3934 -9.8994 15.8200
C -3.2488 -7.3710 18.6325
C -3.3125 -8.3634 19.7707
O -2.4216 -7.9647 20.8396
C -2.9679 -7.2060 21.8237
O -4.1474 -6.9185 21.9052
C -1.9387 -6.7917 22.9087
F -2.5397 -6.0128 23.8621
F -1.3883 -7.8307 23.4494
F -1.1124 -6.0345 22.2749
H -3.8377 -6.4894 18.8857
H -3.6819 -7.7496 17.7066
H -2.2534 -7.0284 18.3501
H -3.0423 -9.3412 19.3720
H -4.3859 -8.4562 19.9358
C 3.1639 -4.4290 14.4069
C 1.9490 -4.5487 13.4405
O 1.2488 -3.3447 13.4945
C 0.1694 -3.1581 12.6288
O -0.1242 -3.8525 11.6842
C -0.5022 -1.7391 12.9224
F -0.2940 -0.9220 11.8868
F -1.7739 -1.8112 13.1052
F 0.0327 -1.0864 13.9829
H 3.6820 -5.3858 14.4709
H 2.8818 -4.1357 15.4181
H 3.7944 -3.6265 14.0242
H 1.2772 -5.2811 13.8882
H 2.2406 -4.8177 12.4253
C -9.9647 -6.8750 12.3095
C -9.0640 -7.5008 11.2759
O -7.7340 -6.9502 11.3200
C -6.7664 -7.5054 12.0081
O -6.9427 -8.3552 12.8443
C -5.5069 -6.6004 12.1550
F -5.8636 -5.5304 12.8194
F -4.5535 -7.2452 12.8028
F -5.0806 -6.2528 10.9553
H -10.4120 -7.6076 12.9813
H -10.7129 -6.2477 11.8249
H -9.4632 -6.2536 13.0514
H -9.3387 -7.1706 10.2741
H -9.1239 -8.5797 11.1325
C 6.0377 -6.5343 9.8964
C 6.1334 -6.7562 8.3877
O 5.4257 -5.8329 7.5895
C 4.1150 -6.0935 7.2211
O 3.4174 -7.0957 7.5099
C 3.5886 -4.9615 6.3485
F 4.4300 -3.8532 6.2487
F 3.4830 -5.4669 5.0991
F 2.3636 -4.6753 6.8305
H 6.8473 -7.0785 10.3827
H 5.0387 -6.8315 10.2153
H 6.3170 -5.5110 10.1472
H 5.8248 -7.7419 8.0396
H 7.1774 -6.6196 8.1055
Cl 3.8860 -6.2051 22.3306
C 3.0759 -7.7485 22.0268
C 2.4840 -7.6946 20.5918
Cl 3.6677 -7.6978 19.2262
H 2.5030 -8.0675 22.8976
H 3.8039 -8.5494 21.8974
H 1.9010 -6.7824 20.4647
H 1.7431 -8.4793 20.4386
Cl 9.2672 -10.5315 15.7519
C 8.5856 -11.7907 14.7637
C 8.5880 -13.3081 15.2600
Cl 10.1597 -14.1526 15.1200
H 9.1228 -11.5902 13.8367
H 7.5806 -11.4597 14.5023
H 7.8582 -13.9845 14.8151
H 8.3610 -13.2429 16.3241
```

***

Record 4
7 unconnected molecules or ions with the total composition C22H52N7O7S2 at a distorted geometry. Source: the Open Molecules 2025 dataset; level of theory: ωB97M-V/def2-TZVPD.

Properties
HOMO energy = -0.381 hartree
net charge = +1
spin multiplicity = 1
HOMO-LUMO gap = 5.22 eV
electronic energy = -2575.35979 a.u.

```
90
C22H52N7O7S2 (ωB97M-V/def2-TZVPD)
C 3.9137 0.7944 -2.9943
N 3.4147 -0.5179 -3.6138
C 4.5999 -1.3310 -4.1105
C 2.6579 -1.2209 -2.5088
O 3.2975 -1.3455 -1.3133
C 1.1682 -1.8972 -2.6147
S -0.2006 -0.7320 -3.1410
S 0.4382 0.6989 -4.5514
H 3.0780 1.1000 -2.1995
H 4.9094 0.6143 -2.3649
H 4.0511 1.6560 -3.7880
H 4.3295 -2.0451 -5.0261
H 5.4097 -0.5524 -4.5111
H 5.0950 -1.9310 -3.2319
H 1.1576 -2.8681 -3.3035
H 0.8755 -2.2871 -1.5254
H -1.1340 -1.5370 -3.8427
H -0.1871 1.9441 -4.3766
C 2.4478 3.6733 -0.3893
O 3.3467 2.9582 -0.8137
N 1.4620 3.2811 0.4911
C 0.4310 4.1904 0.9465
C 1.4557 1.9170 0.9772
H 2.3589 4.7288 -0.6948
H 0.4895 4.2743 2.0355
H -0.5455 3.7893 0.6606
H 0.5558 5.1819 0.5028
H 2.3999 1.7186 1.4932
H 1.3700 1.2359 0.1251
H 0.6200 1.7553 1.6633
C -3.6993 0.7503 -1.3100
O -4.0627 1.0063 -0.1689
N -4.5342 0.4903 -2.3758
C -4.0241 0.1952 -3.6986
C -5.9673 0.5126 -2.1680
H -2.6309 0.7077 -1.5780
H -4.4032 0.9448 -4.3990
H -4.3722 -0.7973 -3.9984
H -2.9309 0.2115 -3.7122
H -6.2592 1.5035 -1.8070
H -6.2284 -0.2302 -1.4083
H -6.4960 0.2893 -3.0984
C -1.0847 -0.6097 2.0199
O 0.1387 -0.5537 2.0256
N -1.8320 -1.7674 1.9798
C -3.2801 -1.7486 1.9759
C -1.1493 -3.0440 1.9404
H -1.7028 0.3026 2.0476
H -3.6431 -2.2945 2.8514
H -3.6374 -2.2364 1.0644
H -3.6611 -0.7243 2.0080
H -0.5183 -3.1377 2.8295
H -0.5127 -3.0798 1.0512
H -1.8691 -3.8663 1.9114
C -5.7623 -4.1623 0.2359
O -4.6329 -3.7494 0.0044
N -6.8880 -3.8696 -0.5042
C -8.1919 -4.3996 -0.1636
C -6.7647 -3.0050 -1.6595
H -5.9683 -4.8270 1.0908
H -8.5638 -4.9913 -1.0049
H -8.8731 -3.5658 0.0290
H -8.1398 -5.0334 0.7258
H -6.0621 -3.4549 -2.3674
H -6.3698 -2.0364 -1.3385
H -7.7354 -2.8651 -2.1426
C 6.0513 6.6187 0.6437
O 4.8860 6.7477 0.9973
N 6.4960 5.7764 -0.3530
C 7.8957 5.6815 -0.7125
C 5.5346 4.9597 -1.0643
H 6.8639 7.1926 1.1185
H 8.0097 5.9564 -1.7650
H 8.2298 4.6508 -0.5634
H 8.5064 6.3492 -0.0988
H 4.7990 5.6125 -1.5441
H 5.0180 4.3132 -0.3484
H 6.0325 4.3474 -1.8208
C 1.4761 -4.1909 5.7857
O 1.2389 -4.7917 4.7453
N 1.7051 -2.8356 5.8920
C 1.9794 -2.1991 7.1636
C 1.6707 -2.0207 4.6953
H 1.5255 -4.7145 6.7545
H 1.2116 -1.4437 7.3537
H 2.9617 -1.7206 7.1147
H 1.9752 -2.9281 7.9784
H 0.6840 -2.1117 4.2310
H 2.4256 -2.3873 3.9933
H 1.8693 -0.9729 4.9356
```

***

Record 5
12 unconnected molecules or ions with the total composition C22H52N8O29S4 at a distorted geometry. Source: the Open Molecules 2025 dataset; level of theory: ωB97M-V/def2-TZVPD.

Properties
HOMO energy = -0.349 hartree
net charge = 0
SMILES string = C[N+](=O)[O-].C[N+](=O)[O-].C[N+](=O)[O-].C[N+](=O)[O-].C[N+](=O)[O-].O=S1(=O)OCCO1.O=S1(=O)OCCO1.O=S1(=O)OCCO1.O=S1(=O)OCCO1.CN(C)C=O.CN(C)C=O.CN(C)C=O
spin multiplicity = 1
HOMO-LUMO gap = 8.49 eV
electronic energy = -5081.65923 a.u.

```
115
C22H52N8O29S4 (ωB97M-V/def2-TZVPD)
C 26.2738 -1.1147 11.4947
N 25.8845 -2.5201 11.1705
O 24.7569 -2.7045 10.7486
O 26.7274 -3.3875 11.2400
H 27.3323 -1.1826 11.7097
H 25.6484 -0.7989 12.3253
H 26.0541 -0.5054 10.6229
C 17.4623 -2.5204 14.2525
N 18.1944 -1.9001 13.1136
O 17.5069 -1.6734 12.1281
O 19.3298 -1.5266 13.2668
H 17.6987 -3.5829 14.3002
H 16.4043 -2.3235 14.1720
H 17.9061 -2.1049 15.1562
C 23.3297 -0.2636 8.8884
N 23.9234 0.6829 7.9486
O 23.8607 0.3923 6.7740
O 24.5223 1.6393 8.4046
H 23.9008 -1.1672 9.0910
H 22.3567 -0.5584 8.5072
H 23.2091 0.1770 9.8768
C 15.4408 -5.5788 13.0772
N 15.6412 -7.0037 13.4451
O 16.6585 -7.5340 13.0418
O 14.7509 -7.5544 14.0473
H 14.8229 -5.1140 13.8390
H 14.9263 -5.5946 12.1200
H 16.3951 -5.0737 12.9875
C 23.3515 -4.5814 5.6978
N 23.3316 -3.2201 6.3108
O 23.6379 -2.2987 5.5957
O 23.0457 -3.1157 7.4933
H 22.7920 -4.5550 4.7702
H 22.8589 -5.2485 6.3925
H 24.3874 -4.8767 5.5672
C 18.3268 1.9515 12.1587
C 17.9436 1.4517 10.7259
O 19.1409 1.5223 9.9659
S 20.4203 1.4399 10.8933
O 21.4221 2.2812 10.3822
O 20.7269 0.0917 11.1841
O 19.7449 2.1041 12.1731
H 17.9991 1.2307 12.9081
H 17.8802 2.9129 12.4010
H 17.2463 2.1644 10.2957
H 17.5272 0.4520 10.8265
C 21.4277 -3.2632 11.5611
C 20.7134 -3.1879 10.2430
O 20.2583 -4.5595 10.1212
S 19.5875 -4.9786 11.4841
O 19.7940 -6.3336 11.7969
O 18.2632 -4.4502 11.5199
O 20.5075 -4.0182 12.3741
H 21.6223 -2.2854 11.9956
H 22.3958 -3.7650 11.4984
H 21.3351 -2.9041 9.4024
H 19.8228 -2.5658 10.3454
C 20.3902 -9.9537 11.3371
C 19.6155 -9.4479 12.5692
O 18.6155 -10.4458 12.8027
S 19.1184 -11.8612 12.3212
O 18.0301 -12.5244 11.7407
O 19.9198 -12.4828 13.3051
O 20.0693 -11.3185 11.1582
H 21.4642 -9.8224 11.4954
H 20.1462 -9.3810 10.4421
H 19.1235 -8.5215 12.3025
H 20.2486 -9.3883 13.4528
C 17.8632 -1.5892 8.4222
C 17.0915 -0.5703 7.5738
O 17.9866 -0.0683 6.5836
S 19.4747 -0.6176 6.8292
O 20.4039 0.4321 6.8993
O 19.6990 -1.7207 5.9786
O 19.2185 -1.1387 8.3089
H 17.8047 -2.5767 7.9628
H 17.5499 -1.5823 9.4597
H 16.6526 0.2397 8.1617
H 16.2372 -1.0315 7.0723
C 22.8191 -1.6627 14.2938
O 23.8627 -1.9347 13.7351
N 22.1964 -2.4366 15.2062
C 21.0063 -1.9807 15.8673
C 22.6470 -3.7848 15.4853
H 22.3111 -0.7035 14.0932
H 21.0999 -1.9429 16.9538
H 20.1987 -2.7057 15.6744
H 20.6139 -1.0658 15.4337
H 21.8341 -4.4908 15.3238
H 23.5051 -3.9880 14.8486
H 23.0203 -3.8513 16.5117
C 22.2944 -6.8517 9.1617
O 21.7824 -6.9951 8.0689
N 23.5451 -7.2511 9.4803
C 24.0438 -7.1278 10.8293
C 24.4603 -7.7321 8.4839
H 21.8032 -6.4539 10.0615
H 23.2086 -7.1680 11.5290
H 24.7127 -6.2760 10.9654
H 24.6245 -8.0211 11.0916
H 25.3949 -7.1599 8.4599
H 24.8151 -8.7331 8.7793
H 24.0439 -7.8351 7.4904
C 18.8165 -8.3767 15.6799
O 18.8025 -9.4418 16.2542
N 19.3432 -7.2329 16.2061
C 19.1278 -5.9633 15.5539
C 19.8072 -7.2419 17.5664
H 18.3981 -8.2250 14.6731
H 19.3075 -6.0898 14.4818
H 19.8537 -5.2249 15.8903
H 18.1051 -5.5898 15.6920
H 20.1136 -8.2312 17.8828
H 20.6832 -6.5836 17.6568
H 19.1019 -6.8095 18.2876
```